Record 1
DFT (ωB97M-V with the def2-TZVPD basis set) results for a structure of composition C12H21Br15O11S3.

Calculated values
- HOMO: -9.63 eV
- Lowest unoccupied orbital energy: -0.0240 Ha
- Spin multiplicity: 1
- Relative energy (zero: lowest compared OMol25 entry of this formula, charge and spin): 69.9 kcal/mol
- Max |F|: 4.6 eV Å⁻¹

Atoms and positions in Å:
O: 4.44961 -2.70176 2.12861
S: 3.61644 -2.66064 3.36635
O: 3.21569 -3.86476 4.12694
O: 4.35958 -1.57630 4.46973
C: 3.77506 -1.58058 5.70228
C: 4.65552 -2.09358 6.79936
C: 2.08438 -1.72968 3.08251
H: 2.84474 -2.14604 5.75573
H: 3.47398 -0.55077 5.89446
H: 5.48256 -1.38466 6.76033
H: 5.15928 -3.01839 6.51820
H: 4.10634 -2.19494 7.73544
H: 2.26955 -1.15417 2.17554
H: 1.63335 -1.36848 4.00675
H: 1.42921 -2.56244 2.82684
C: -1.00982 4.30026 -1.02147
Br: -2.16602 3.93390 0.56498
Br: 0.84395 4.57965 -0.39592
Br: -1.70178 5.75764 -2.18200
H: -0.98639 3.41733 -1.66021
C: -2.19772 -3.49396 -3.81112
Br: -1.64741 -4.11053 -5.57396
Br: -2.81610 -1.64699 -3.68450
Br: -0.65509 -3.85747 -2.66313
H: -3.04117 -4.06979 -3.43020
C: 4.27830 -0.89443 -2.13374
Br: 5.23444 0.88653 -2.41675
Br: 5.13143 -2.16425 -0.85726
Br: 4.05920 -1.92152 -3.80998
H: 3.29020 -0.59287 -1.78615
C: 0.98264 0.99569 -4.62058
Br: 1.96560 0.16039 -6.23568
Br: 2.01016 2.61147 -4.06636
Br: 0.79870 -0.35231 -3.20208
H: -0.00322 1.32205 -4.95173
C: -0.48882 1.84171 4.44855
Br: 1.46919 1.40742 4.58865
Br: -0.60748 3.74533 3.87111
Br: -1.49362 1.76937 6.07812
H: -0.96471 1.16903 3.73501
C: -5.76125 0.62793 -4.22684
C: -5.76285 0.72454 -2.73608
O: -4.33409 0.88734 -2.47823
S: -3.67169 1.99875 -3.51376
O: -2.22256 1.74916 -3.79473
O: -4.02022 3.36688 -3.00723
O: -4.73088 1.50220 -4.76485
H: -6.76102 0.88600 -4.57607
H: -5.61556 -0.39162 -4.58377
H: -6.15756 -0.17637 -2.26631
H: -6.40499 1.54588 -2.41802
C: -1.23500 -0.54483 0.46696
C: -1.56909 0.46387 -0.58538
O: -0.53242 1.42603 -0.46914
S: 0.65834 0.96996 0.62826
O: 0.92774 2.04180 1.53304
O: 1.72267 0.13037 0.06708
O: -0.48188 0.08635 1.43820
H: -0.73233 -1.41728 0.04954
H: -2.07883 -1.04159 0.94578
H: -2.49324 0.94330 -0.26261
H: -1.58304 0.01487 -1.57850

---

Record 2
DFT (ωB97M-V with the def2-TZVPD basis set) results for a structure of composition C12H21Br2F3GaN2.

Calculated values
- HOMO: -4.02 eV
- Lowest unoccupied orbital energy: 0.0829 Ha
- Spin multiplicity: 1
- Charge: -1
- Max |F|: 10.4 eV Å⁻¹

Atoms and positions in Å:
F: 5.11231 -1.00942 0.11280
C: 3.73850 -0.97146 -0.51544
F: 3.18054 -2.34624 -0.33702
Br: 4.03526 -0.44793 -2.43139
C: 2.87291 0.10512 0.36572
F: 2.44472 -0.62825 1.61543
Br: 4.09351 1.58852 1.05137
C: 1.57750 0.75508 -0.39752
C: 0.14269 0.54199 0.43430
Ga: -0.47280 -1.41082 -0.06478
H: 1.37367 0.35023 -1.47602
H: 1.69563 1.93494 -0.48557
H: 0.25566 0.70179 1.58813
H: -0.65982 1.33678 0.06576
H: -0.62837 -2.33853 1.23207
H: 0.60744 -2.02221 -1.12008
H: -1.84677 -1.25015 -0.88794
C: 2.25900 5.75074 -2.48172
C: 1.88904 4.74495 -3.56726
C: 0.40213 4.77712 -3.92623
C: -0.42957 4.43755 -2.70018
N: -1.11961 4.15570 -1.68300
H: 1.74330 5.53722 -1.54015
H: 3.33398 5.71225 -2.27865
H: 2.00622 6.77164 -2.79006
H: 2.16846 3.73960 -3.22936
H: 2.47889 4.95839 -4.46545
H: 0.19084 4.04940 -4.71686
H: 0.11603 5.76901 -4.29253
C: -4.88291 -5.02358 3.23546
C: -3.41062 -5.41020 3.33452
C: -2.50391 -4.22131 3.65885
C: -2.61826 -3.17434 2.56295
N: -2.71302 -2.30574 1.65366
H: -5.06013 -4.31187 2.42295
H: -5.49494 -5.90788 3.03120
H: -5.23435 -4.57394 4.17115
H: -3.09960 -5.86774 2.38747
H: -3.29481 -6.17177 4.11350
H: -1.46261 -4.55232 3.73265
H: -2.78613 -3.77229 4.61729

---

Record 3
DFT (ωB97M-V with the def2-TZVPD basis set) results for a structure of composition C12H21Br9N6O5.

Calculated values
- HOMO: -7.89 eV
- Lowest unoccupied orbital energy: -0.0255 Ha
- Spin multiplicity: 1
- Relative energy (zero: lowest compared OMol25 entry of this formula, charge and spin): 0.0 kcal/mol
- Max |F|: 8.5 eV Å⁻¹

Atoms and positions in Å:
C: -0.90777 -0.99413 0.36827
Br: -1.79146 -1.28899 2.10252
Br: -1.94863 0.31119 -0.79263
Br: -0.80645 -2.81193 -0.56976
H: 0.10545 -0.60789 0.47914
C: -2.45088 -4.92660 3.32450
Br: -1.98445 -6.42930 1.99148
Br: -1.22218 -4.61093 4.79312
Br: -4.27753 -4.85419 3.92342
H: -2.49917 -4.02359 2.71594
C: -0.35515 -3.79036 -3.83852
Br: 0.69476 -2.18910 -4.37271
Br: 0.87004 -5.34371 -3.34614
Br: -1.83979 -4.19153 -5.12095
H: -0.90055 -3.53182 -2.93089
C: 2.61799 0.26918 -1.53815
C: 3.87401 -0.34857 -1.54781
C: 4.58324 -0.36708 -2.75955
C: 4.08602 0.24623 -3.90844
C: 2.96498 0.97313 -3.91866
C: 2.20537 0.92063 -2.72807
O: 0.94606 1.43763 -2.69595
O: 5.86087 -0.80730 -2.64657
H: 1.94300 0.32612 -0.69700
H: 4.22101 -0.90897 -0.69228
H: 4.65783 0.01061 -4.79383
H: 2.53773 1.49038 -4.76501
H: 0.81010 2.33627 -3.00507
H: 6.44496 -0.06676 -2.82558
C: -1.85307 4.51582 -1.91462
O: -0.73176 4.79629 -2.32812
N: -2.85846 5.26565 -2.23729
N: -2.17978 3.51927 -1.15045
H: -2.58843 6.13017 -2.68429
H: -3.67767 4.92765 -1.75278
H: -1.46437 2.86659 -0.86359
H: -3.17855 3.50498 -1.00092
C: 1.39660 -1.80705 3.22555
O: 1.48458 -1.62186 2.09384
N: 1.49305 -0.90406 4.18653
N: 1.69233 -3.05785 3.60404
H: 1.37843 0.08512 4.01776
H: 1.06187 -1.23644 5.03725
H: 1.67374 -3.21940 4.60086
H: 2.07092 -3.63019 2.86296
C: -2.27367 2.89119 2.92297
O: -1.16894 2.87394 2.58726
N: -2.70984 3.73128 3.81049
N: -3.13011 2.09405 2.39102
H: -2.19673 4.49304 4.23065
H: -3.70252 3.77240 3.99216
H: -2.87155 1.45276 1.65482
H: -4.10553 2.32790 2.50919

---

Record 4
DFT (ωB97M-V with the def2-TZVPD basis set) results for a structure of composition C12H21Cl2IrO3PTl.

Calculated values
- HOMO (spin up / spin down): -22.23 / -23.65 eV
- Lowest unoccupied orbital energy (spin up / spin down): -0.5381 / -0.7067 Ha
- Spin multiplicity: 5
- Charge: +4
- Max |F|: 9.0 eV Å⁻¹

Atoms and positions in Å:
Ir: 4.30069 -0.62646 -2.50537
Tl: 1.07443 0.19896 -1.80413
Cl: 3.64949 -0.23198 -0.22826
Cl: 2.65678 -2.35743 -3.04910
C: -0.30683 -0.15535 -3.51419
C: 5.56430 0.64522 -1.95579
C: 4.98919 -0.97588 -4.20577
O: -1.06198 -0.27122 -4.38061
O: 6.43155 1.39792 -1.72138
O: 5.54397 -1.11302 -5.22220
C: -1.26265 2.53108 -0.69430
C: -0.97388 1.76495 0.62209
C: -2.19234 1.79953 1.55134
P: -0.31200 0.10794 0.32677
C: 0.77314 -0.27336 1.72831
C: 0.19281 0.11642 3.09649
C: 1.26407 -1.73766 1.73969
C: -1.67529 -1.06168 -0.09934
C: -2.40550 -1.55011 1.16561
C: -2.68953 -0.55872 -1.14683
H: -2.09635 2.06863 -1.24899
H: -0.37182 2.60417 -1.35018
H: -1.56106 3.55585 -0.42284
H: -0.14465 2.25940 1.15440
H: -3.09267 1.38971 1.07398
H: -2.01675 1.29506 2.50969
H: -2.39299 2.85327 1.79230
H: 1.65551 0.37041 1.55470
H: -0.72892 -0.45268 3.29146
H: 0.92705 -0.15179 3.87645
H: -0.02746 1.19799 3.16733
H: 1.76038 -2.02538 0.79538
H: 2.02086 -1.84845 2.53252
H: 0.42301 -2.40578 1.97249
H: -1.15813 -1.92584 -0.55535
H: -2.94946 -0.71154 1.64012
H: -3.15988 -2.29847 0.85811
H: -1.72670 -2.02780 1.90059
H: -2.23909 -0.27037 -2.10301
H: -3.37321 -1.38707 -1.38457
H: -3.30812 0.26150 -0.75757